Density functional theory data (the ωB97M-V functional and the def2-TZVPD basis) for a 2-piece molecular cluster, C6H12O overall.

Each line ends with the Mulliken charge.
CARTESIAN COORDINATES (ANGSTROEM)
C: 1.59 -1.23 0.16  -0.45
C: 2.41 -0.40 -0.49  -0.42
C: 1.55 -0.35 -1.74  -0.47
C: 0.59 -1.31 -0.98  -0.22
H: 1.61 -1.69 1.14  0.42
H: 3.35 0.07 -0.24  0.37
H: 1.12 0.63 -1.98  0.22
H: 2.00 -0.77 -2.64  0.26
H: 0.46 -2.30 -1.44  0.31
H: -0.39 -0.87 -0.77  -0.02
C: -0.53 1.26 1.31  -0.67
O: -1.40 1.11 0.21  -0.30
C: -2.64 0.58 0.60  -0.69
H: 0.42 1.65 0.93  0.20
H: -0.34 0.29 1.81  0.28
H: -0.95 1.96 2.05  0.34
H: -3.25 0.48 -0.30  0.22
H: -2.53 -0.41 1.06  0.31
H: -3.15 1.24 1.31  0.30

molecular weight: 100.2 g mol⁻¹
LUMO level: 1.09 eV
energy relative to the best compared isomer or geometry (same formula, charge and spin): 265.9 kJ/mol
total energy: -310.95800 hartree
total charge: 0
SMILES: C1=CCC1.COC

---

Density functional theory data (the ωB97M-V functional and the def2-TZVPD basis) for C8H12N2O2 as an isolated structure.

Each line ends with the Mulliken charge.
CARTESIAN COORDINATES (ANGSTROEM)
C: 1.60 -2.33 1.05  0.24
C: 0.02 -3.06 -0.38  -0.63
C: -0.72 -2.07 0.25  -0.20
C: 0.39 -1.25 0.92  0.23
C: 0.52 0.99 -0.21  0.23
C: 0.33 3.15 -0.75  -0.34
C: -1.10 2.68 -0.56  -1.12
C: -1.03 1.44 0.17  -0.24
H: 0.29 -2.77 -1.53  0.24
H: -0.47 -4.07 -0.46  0.33
H: -1.28 -2.70 1.12  0.21
H: -1.35 -1.28 -0.78  0.27
H: 0.16 -0.66 1.90  0.41
H: 2.16 0.05 0.39  0.35
H: 0.10 3.85 -0.03  0.25
H: 0.81 3.44 -1.62  0.39
H: -1.77 2.85 -1.90  0.19
H: -1.53 3.47 -0.35  0.57
H: -1.25 1.52 1.30  0.26
H: -1.72 0.61 -0.15  0.19
N: 1.00 -0.27 0.09  -0.37
N: 1.06 2.04 -0.55  -0.66
O: 2.52 -2.18 1.68  -0.44
O: 1.26 -3.45 0.39  -0.36

molecular weight: 168.2 g mol⁻¹
LUMO level: 0.45 eV
energy relative to the best compared isomer or geometry (same formula, charge and spin): 909.9 kJ/mol
total energy: -571.72681 hartree
total charge: 0

---

Density functional theory data (the ωB97M-V functional and the def2-TZVPD basis) for a 2-piece molecular cluster, H4O2 overall.

Each line ends with the Mulliken charge.
CARTESIAN COORDINATES (ANGSTROEM)
O: 1.43 0.02 -0.12  -0.71
H: 1.33 -0.81 0.35  0.35
H: 1.70 0.69 0.56  0.35
O: -1.53 -0.08 0.02  -0.66
H: -0.55 -0.23 -0.01  0.37
H: -1.70 0.86 -0.09  0.30

molecular weight: 36.0 g mol⁻¹
LUMO level: 0.65 eV
energy relative to the best compared isomer or geometry (same formula, charge and spin): 16.3 kJ/mol
total energy: -152.86873 hartree
total charge: 0
SMILES: O.O

---

Among the records above, which one has the lowest total energy?
C8H12N2O2

---

What is the formula in the third record?
H4O2